13
Properties=species:S:1:pos:R:3:forces:R:3:lowdin_charge:R:1 method="wB97M-V/def2-TZVPD" de_lowest_ev=2.937 smiles="C=C[C@H]1CO1.[H][H]" charge=0
C 0.3062 -1.8962 -0.5381 -0.015 -0.020 0.052 0.010
C 0.4097 -0.6012 -0.2711 0.015 -0.137 0.101 -0.189
C -0.6551 0.1630 0.4279 0.048 -0.367 0.074 -0.321
C -0.2534 1.0673 1.5051 0.098 -0.010 0.330 -0.121
O -0.7096 1.5770 0.2653 0.058 0.096 -0.147 -0.080
H 1.1238 -2.4615 -0.9755 -0.119 0.114 0.058 0.056
H -0.5997 -2.4438 -0.2908 0.059 0.041 -0.124 0.061
H 1.3350 -0.0647 -0.4794 -0.214 -0.064 0.058 0.097
H -1.6350 -0.3100 0.4994 0.172 0.001 -0.061 0.147
H -0.9081 1.2143 2.3618 0.086 0.068 -0.121 0.112
H 0.8169 1.1789 1.6775 -0.178 0.092 0.100 0.116
H 0.5058 0.9903 -2.2759 -0.031 0.161 -0.175 0.056
H 0.2635 1.5866 -1.9063 0.020 0.023 -0.146 0.057

***

13
Properties=species:S:1:pos:R:3:forces:R:3:lowdin_charge:R:1 method="wB97M-V/def2-TZVPD" de_lowest_ev=4.102 charge=0
C -1.7462 0.1132 0.2747 -0.067 0.021 0.045 -0.124
C -0.3988 -0.2905 -0.3278 0.080 -0.030 -0.097 -0.331
C 0.7847 0.0292 0.5540 -0.212 0.018 0.220 -0.175
C 2.3323 0.0442 -0.7581 -0.146 0.369 -0.939 -0.089
O 1.9522 0.5042 -1.7722 0.336 -0.317 0.772 0.054
H -1.7681 1.1875 0.4935 0.010 -0.167 -0.029 0.072
H -1.9403 -0.4233 1.2107 0.025 0.091 -0.136 0.069
H -2.5667 -0.1057 -0.4180 0.104 0.027 0.105 0.068
H -0.4082 -1.3659 -0.5563 -0.009 0.164 0.036 0.110
H -0.2635 0.2316 -1.2866 -0.071 -0.101 0.154 0.093
H 0.8116 1.0730 0.8933 0.015 -0.115 -0.087 0.088
H 0.8716 -0.6309 1.4296 -0.002 0.058 -0.112 0.082
H 2.3394 -0.3664 0.2631 -0.063 -0.019 0.070 0.083

***

13
Properties=species:S:1:pos:R:3:forces:R:3:lowdin_charge:R:1 method="wB97M-V/def2-TZVPD" de_lowest_ev=6.297 charge=0
C 1.3739 0.4989 -0.5755 0.142 0.229 -0.108 0.008
C -0.4101 -0.1450 -0.1462 0.059 0.130 0.164 -0.572
O -1.0002 -0.0220 -1.3598 -0.033 -0.244 -0.059 0.062
C -0.8944 0.3174 1.1667 -0.059 0.321 0.016 -0.117
C -0.4086 -1.0968 0.9256 -0.091 -0.329 0.036 -0.109
H 2.1362 0.5988 0.2079 -0.144 -0.058 -0.070 0.083
H 0.9926 1.4858 -0.8292 0.039 -0.143 0.040 0.076
H 1.7599 -0.0084 -1.4630 -0.081 0.040 0.136 0.070
H -1.0946 -0.9088 -1.7350 -0.019 0.138 0.013 0.128
H -0.3151 0.9968 1.7973 -0.075 -0.136 -0.116 0.093
H -1.9579 0.5660 1.1288 0.159 -0.078 0.003 0.105
H 0.8211 -0.4967 0.1202 0.067 -0.012 -0.023 0.108
H -1.0331 -1.9839 0.9074 0.036 0.141 -0.032 0.064

***

13
Properties=species:S:1:pos:R:3:forces:R:3:lowdin_charge:R:1 method="wB97M-V/def2-TZVPD" de_lowest_ev=1.268 smiles=CC[C@H]1CO1 charge=0
C 0.0196 -1.6418 0.1424 -0.179 0.157 0.066 -0.105
C 0.0296 -0.3064 0.9045 0.100 -0.228 -0.030 -0.205
C 0.4767 0.8329 0.0010 0.046 -0.051 -0.036 -0.321
C -0.4157 1.4570 -0.9875 -0.052 -0.090 -0.186 -0.124
O -0.1112 2.1054 0.2384 -0.037 0.177 0.166 -0.051
H -0.1065 -2.5376 0.7665 0.046 0.435 0.069 0.072
H -0.7738 -1.6728 -0.6140 0.250 0.096 0.026 0.072
H 0.9904 -1.7116 -0.3395 0.057 -0.322 -0.319 0.068
H 0.7413 -0.4063 1.7357 -0.167 0.208 -0.095 0.110
H -0.9439 -0.0542 1.3398 0.111 -0.042 -0.158 0.117
H 1.5471 0.8983 -0.2202 -0.202 -0.157 0.138 0.144
H -0.0202 1.9528 -1.8799 -0.012 -0.251 0.269 0.112
H -1.4335 1.0843 -1.0871 0.039 0.068 0.092 0.112

***

13
Properties=species:S:1:pos:R:3:forces:R:3:lowdin_charge:R:1 method="wB97M-V/def2-TZVPD" de_lowest_ev=4.082 smiles="COC1=CC1.[H][H]" charge=0
C -0.6809 -1.6734 0.6871 0.110 -0.266 0.118 -0.062
O -1.3082 -0.5332 0.1074 0.017 0.219 -0.051 -0.061
C -0.5593 0.5663 0.0948 0.043 0.369 -0.086 -0.375
C -0.4140 1.8002 -0.2551 -0.224 -0.176 -0.040 0.020
C 0.7246 1.1663 0.5378 0.299 -0.102 0.185 -0.107
H -0.2646 -1.4344 1.6708 -0.066 -0.024 -0.140 0.095
H 0.1144 -2.0527 0.0359 -0.116 0.067 0.093 0.090
H -1.4612 -2.4286 0.7902 0.126 0.098 -0.014 0.091
H -0.7473 2.7076 -0.7290 0.036 -0.156 0.072 0.090
H 1.6601 0.9013 0.0300 -0.179 0.028 0.051 0.066
H 0.8742 1.4424 1.5884 -0.061 -0.047 -0.164 0.078
H 0.7361 -0.2959 -2.1781 0.053 0.030 -0.053 0.028
H 1.3857 -0.2332 -2.5354 -0.039 -0.040 0.028 0.048

***

13
Properties=species:S:1:pos:R:3:forces:R:3:lowdin_charge:R:1 method="wB97M-V/def2-TZVPD" de_lowest_ev=6.783 charge=0
O -1.4520 0.1558 0.4263 0.343 0.067 0.076 -0.106
C -1.3557 -1.1408 -0.4372 -0.418 -0.566 -0.014 -0.089
C -0.0444 0.3557 -0.4663 0.273 0.523 0.066 -0.272
C 1.3180 -0.1646 -0.2148 -0.074 -0.186 0.030 -0.124
C 0.9168 1.1698 0.3903 0.042 0.194 0.078 -0.113
H -1.3189 -0.0051 1.3772 -0.010 0.015 -0.229 0.123
H -2.3945 -1.3575 -0.7184 0.145 0.010 0.039 0.022
H -1.0049 -1.9260 0.2470 -0.031 0.132 -0.123 0.030
H -0.3092 0.7698 -1.4267 -0.016 -0.148 0.209 0.129
H 1.4109 -0.9958 0.4799 -0.021 0.145 -0.095 0.106
H 2.0119 -0.2165 -1.0521 -0.156 0.014 0.118 0.107
H 0.8152 1.2022 1.4739 -0.006 -0.045 -0.193 0.092
H 1.3148 2.0885 -0.0343 -0.070 -0.154 0.038 0.094

***

13
Properties=species:S:1:pos:R:3:forces:R:3:lowdin_charge:R:1 method="wB97M-V/def2-TZVPD" de_lowest_ev=3.308 charge=0
C -1.7866 0.0215 0.1936 -0.097 -0.112 0.082 -0.168
C -0.3942 0.2553 -0.3664 -0.036 -1.402 -0.734 -0.297
C 0.7841 0.2523 0.6035 0.355 -0.397 -0.232 -0.201
C 1.8324 -0.2404 -0.3606 0.941 -0.613 -0.046 -0.206
O 1.6276 -1.1950 -1.1125 0.870 0.629 0.606 0.018
H -2.1873 0.8054 0.8573 0.245 -0.050 -0.130 0.063
H -1.8158 -0.9212 0.7518 -0.032 0.083 -0.017 0.063
H -2.4943 -0.0782 -0.6385 0.098 0.010 0.161 0.062
H 0.2876 -1.0386 -1.0133 -2.679 2.794 0.723 0.208
H -0.3669 1.2314 -0.9128 0.023 -0.967 -0.167 0.096
H 1.1201 1.1582 1.1388 -0.242 -0.164 -0.406 0.110
H 0.6215 -0.5308 1.3589 0.068 0.052 -0.119 0.124
H 2.7718 0.2802 -0.4998 0.487 0.137 0.279 0.128

***

13
Properties=species:S:1:pos:R:3:forces:R:3:lowdin_charge:R:1 method="wB97M-V/def2-TZVPD" de_lowest_ev=3.774 smiles=CC1(O)CC1 charge=0
C -0.2880 -1.1939 -0.4138 -5.048 -6.910 -4.426 -0.074
C 0.0918 0.0521 -0.3045 4.202 6.218 -4.061 -0.674
O 0.3483 0.6607 -1.6292 1.473 -0.440 1.471 0.003
C -0.3925 0.9392 0.6573 -3.234 -0.219 2.748 -0.105
C 0.9389 0.3900 0.8569 3.282 -2.280 2.148 -0.057
H -0.3595 -1.5354 0.4882 0.099 -2.684 5.570 0.026
H 0.2641 -1.9557 -0.9942 -0.301 0.850 -0.104 0.134
H -1.4181 -1.1954 -0.5598 0.880 -0.498 -1.224 0.139
H -0.4806 0.9407 -1.9892 -0.865 0.200 -0.151 0.074
H -0.1672 1.8517 0.3089 -0.943 3.884 -0.938 0.082
H -1.3334 0.6332 1.2182 1.502 0.977 -0.285 0.160
H 0.8060 -0.4752 1.6151 1.458 1.410 -1.281 0.136
H 1.9902 0.8878 0.7460 -2.504 -0.509 0.534 0.156

***

13
Properties=species:S:1:pos:R:3:forces:R:3:lowdin_charge:R:1 method="wB97M-V/def2-TZVPD" de_lowest_ev=1.289 smiles=C[C@@H]1C[C@@H]1O charge=0
C 1.4134 -0.6744 0.1193 1.637 -1.410 0.488 -0.098
C 0.5244 0.3511 -0.4532 -2.183 0.328 1.457 -0.276
C -0.5190 1.1282 0.4539 1.286 0.159 -0.652 -0.050
C -0.9514 0.0504 -0.4768 -0.696 -0.096 -0.338 -0.372
O -1.3637 -1.1875 0.0621 -0.453 0.283 0.117 -0.035
H 2.4663 -0.3461 0.3923 -1.286 -0.017 -0.473 0.092
H 0.9951 -1.1200 1.0388 0.089 0.141 -0.498 0.080
H 1.5202 -1.4961 -0.6386 0.031 0.515 0.763 0.093
H 0.8701 0.8409 -1.3151 0.444 0.783 -0.873 0.109
H -0.4678 0.9811 1.5418 -0.070 -0.131 -0.657 0.111
H -0.7311 2.1385 0.1105 -0.009 -0.115 0.328 0.090
H -1.5476 0.3762 -1.3636 0.594 -0.345 0.680 0.149
H -2.2087 -1.0423 0.5289 0.616 -0.094 -0.342 0.106

***

13
Properties=species:S:1:pos:R:3:forces:R:3:lowdin_charge:R:1 method="wB97M-V/def2-TZVPD" de_lowest_ev=1.100 smiles=C[C@@H]1O[C@@H]1C charge=0
C -0.3927 -0.8538 -1.3904 -0.057 -0.027 0.041 -0.037
C 0.3271 0.3875 -0.9132 -0.083 -0.016 -0.231 -0.309
O 1.5172 0.1497 -0.1677 0.250 -0.084 0.047 -0.025
C 0.4521 0.8156 0.4912 -0.220 0.172 0.132 -0.322
C -0.2032 0.1255 1.6579 -0.027 -0.046 -0.027 -0.038
H -1.0295 -1.3022 -0.6225 0.086 0.089 -0.092 0.065
H -1.0119 -0.6370 -2.2657 0.058 0.008 0.147 0.076
H 0.3501 -1.6068 -1.6765 -0.109 0.149 -0.009 0.087
H 0.4347 1.1765 -1.6624 0.040 -0.179 0.093 0.135
H 0.6599 1.8760 0.6530 -0.060 -0.128 -0.003 0.136
H -0.9434 0.7918 2.1131 0.077 -0.110 -0.073 0.081
H 0.5433 -0.1217 2.4185 -0.059 0.065 -0.079 0.084
H -0.7037 -0.8011 1.3648 0.103 0.109 0.053 0.066